# 1
The following is a DFT calculation (wB97M-V/def2-TZVPD) of C14H15MgNO3 as an isolated structure.

Geometry as XYZ:
```
34
Properties=species:S:1:pos:R:3:forces:R:3:mulliken_charge:R:1
C 0.594320 -1.882943 0.509060 -1.9 0.5 -0.8 -1.16
C -0.620461 -2.001091 -0.299656 0.3 1.2 2.5 -0.58
C -1.704967 -1.486153 0.504041 1.4 -0.5 -0.3 -0.79
C -1.172692 -1.068220 1.750099 0.4 -1.2 -0.8 -0.36
C 0.221696 -1.297176 1.743050 -0.3 -0.4 0.2 -0.61
Mg 1.062591 0.898082 -0.482723 -1.3 0.1 5.6 0.24
N 2.851496 0.678958 2.359850 0.0 0.7 -2.1 -0.43
C 1.296096 0.515738 -2.389334 -2.6 -2.9 -3.8 -0.02
C 0.152707 -0.084593 -2.860208 1.7 1.1 0.5 -0.49
H -2.733242 -1.437046 0.187314 -0.3 0.1 0.0 0.38
H -0.678876 -2.366819 -1.287642 -0.2 -0.5 -0.9 0.82
H -1.749662 -0.662386 2.561344 0.0 0.2 0.2 0.50
H 0.908172 -1.084820 2.559871 -0.1 0.1 -0.3 0.54
H 1.567539 -2.210515 0.202375 0.4 -0.1 0.0 0.49
H -0.066849 -1.121506 -2.834777 0.6 -0.9 0.3 0.26
H 1.507690 1.497268 -2.190626 0.2 3.0 -1.2 0.10
H 3.309541 1.205232 1.551420 0.0 -0.4 1.1 -0.12
H -0.670175 0.419368 -3.266521 -0.9 1.3 -0.3 0.23
H 2.027343 -0.070386 -1.976122 2.1 -1.9 0.4 0.20
O -2.416269 2.868808 2.967815 0.1 0.0 -0.6 -0.64
C -2.402805 3.885751 2.093329 0.2 0.1 -0.4 0.19
C -2.941417 5.135213 2.463579 0.0 -0.3 0.1 -0.59
C -2.836168 6.218919 1.604790 0.0 0.0 -0.3 -0.27
C -2.221207 6.081936 0.354072 -0.1 -0.2 0.2 -0.55
C -1.709185 4.845547 -0.033219 -0.4 0.1 0.2 -0.44
C -1.813308 3.740057 0.798601 0.2 -0.1 0.8 0.13
C -1.067435 2.466535 0.471568 1.3 -0.1 -1.1 0.48
O -0.427338 2.413473 -0.665722 -0.7 -0.2 1.1 -1.06
O -0.967900 1.564779 1.325162 -0.5 1.0 -0.2 -0.21
H -1.863280 2.135763 2.506622 -0.1 0.2 0.2 0.36
H -3.417822 5.227533 3.443666 0.2 0.0 -0.3 0.36
H -3.236488 7.190557 1.909430 0.1 -0.3 -0.1 0.31
H -2.135301 6.922401 -0.317383 0.0 0.2 0.0 0.36
H -1.216046 4.707817 -0.988985 0.0 0.0 0.1 0.40
```
Positions in Å, forces in eV/Å.

Results
- net charge = -2
- E_LUMO (spin up / spin down) (eV) = 4.90 / 4.91
- molecular weight (Da) = 269.58
- electronic energy (eV) = -27831.1279
- highest occupied orbital energy (spin up / spin down) (Eh) = 0.0615 / 0.0613


# 2
The following is a DFT calculation (wB97M-V/def2-TZVPD) of one molecule with the formula C14H15N.

Geometry as XYZ:
```
30
Properties=species:S:1:pos:R:3:forces:R:3:mulliken_charge:R:1
C -2.166254 1.710023 1.897750 -0.4 0.0 0.3 0.03
C -2.064832 0.930982 1.011473 0.6 -0.3 -0.4 -1.40
C 1.550181 2.438989 -0.240070 0.4 0.0 1.4 -0.83
C 2.915641 2.027034 -0.308311 -1.1 -1.9 -0.6 -0.82
C 0.529401 1.605311 0.035745 1.6 -1.7 -1.4 -1.25
C 3.109747 0.684883 -0.156638 1.6 0.9 0.3 -0.49
C 0.655455 0.156661 0.021056 0.4 -0.4 -0.3 1.51
C 2.035203 -0.256953 0.007196 2.4 -0.5 1.1 0.54
C 3.415777 -2.317575 0.348907 -1.5 1.2 -1.0 -0.16
C -0.432200 -0.666279 -0.045075 0.1 -0.8 1.2 0.20
C -0.231032 -2.184321 0.073085 0.5 0.2 -3.3 -2.00
C -1.960863 0.569229 -1.433760 -1.9 -0.6 -0.3 -1.59
C -2.936464 -1.102808 0.146764 0.3 2.0 0.2 -2.04
C -1.818882 -0.016843 -0.042364 -0.3 -1.6 -0.6 2.15
N 2.628994 -1.411236 0.409463 0.0 -1.3 -0.3 -0.14
H -2.325268 2.322918 2.708097 -0.2 1.0 1.1 0.56
H 1.388913 3.451613 -0.012319 -0.5 1.6 -0.7 0.39
H 3.686499 2.666526 -0.662326 0.6 0.6 0.3 0.41
H -0.452171 1.876527 -0.068932 -1.7 1.6 0.6 0.55
H 4.175326 0.332791 -0.000630 -1.5 0.1 -0.6 0.20
H 4.068846 -2.999350 0.833361 0.1 -0.1 0.8 0.35
H -1.003756 -2.935891 -0.083991 -0.6 0.8 -0.3 0.38
H 0.152192 -2.450678 0.976168 1.1 -0.4 3.1 0.50
H 0.594545 -2.552789 -0.607500 -0.8 0.7 0.3 0.37
H -1.832829 -0.273249 -2.103450 -0.3 -0.2 -0.4 0.40
H -2.997317 0.964484 -1.537754 0.8 0.1 -0.3 0.36
H -1.198420 1.246813 -1.726693 0.4 0.9 0.0 0.47
H -2.779773 -1.812443 -0.638359 -0.3 -0.8 -0.1 0.46
H -3.900374 -0.557165 0.021546 0.5 -0.7 0.2 0.48
H -2.806289 -1.447200 1.177571 -0.4 -0.5 -0.4 0.40
```
Positions in Å, forces in eV/Å.

Results
- net charge = 0
- E_LUMO (spin up / spin down) (eV) = -0.19 / 0.18
- molecular weight (Da) = 197.28
- energy relative to the best compared isomer or geometry (same formula, charge and spin) (kcal per mole) = 154.6
- electronic energy (eV) = -16244.2486
- highest occupied orbital energy (spin up / spin down) (Eh) = -0.2348 / -0.2416


# 3
The following is a DFT calculation (wB97M-V/def2-TZVPD) of one molecule with the formula C14H15N.

Geometry as XYZ:
```
30
Properties=species:S:1:pos:R:3:forces:R:3:mulliken_charge:R:1
C 0.230084 -2.520679 -0.383088 0.4 -0.7 -0.8 -0.01
C -3.683871 0.679950 -0.292328 0.0 0.0 0.0 -0.46
C -3.229797 -0.285086 -1.184400 -0.1 0.1 -0.1 -0.72
C -2.989928 0.888226 0.890688 -0.1 0.1 0.0 -0.82
C -2.099548 -1.019088 -0.910730 0.1 0.0 0.1 -0.56
C -1.877967 0.136241 1.194340 0.2 -0.2 0.1 -0.26
C -1.385537 -0.836180 0.296997 -0.5 0.2 -0.2 1.30
C 2.074452 1.119501 -0.258126 0.3 0.3 0.1 -0.41
C 2.099180 1.167531 -1.541456 -0.2 -0.1 -0.9 -0.15
C 1.766139 0.792654 1.104265 -0.1 -0.2 0.6 -0.27
C 1.970462 -0.695491 1.483799 -0.3 0.0 0.0 -0.66
C 0.651803 -1.452830 1.760349 0.3 0.0 0.2 -1.26
C -0.223322 -1.609150 0.556496 0.1 0.7 0.8 0.55
C 1.239655 0.376459 -2.506614 0.2 0.0 0.2 -0.61
N 0.654336 -3.278997 -1.147159 0.0 0.0 0.0 -0.59
H -4.572587 1.251178 -0.516315 0.0 0.1 0.0 0.39
H -3.771375 -0.450332 -2.104778 0.0 0.0 -0.1 0.39
H -3.317396 1.644702 1.590248 -0.1 0.0 0.0 0.39
H -1.733118 -1.746349 -1.621784 -0.1 -0.1 -0.1 0.38
H -1.401907 0.296520 2.150118 0.1 0.0 0.0 0.25
H 2.803336 1.834241 -2.037315 0.2 0.1 0.0 0.33
H 2.413311 1.400345 1.751851 -0.1 0.0 0.1 0.33
H 0.737547 1.107247 1.319937 0.0 0.0 0.1 0.17
H 2.514138 -1.211469 0.689412 0.0 0.0 0.1 0.50
H 2.569474 -0.751609 2.395421 0.0 -0.1 -0.1 0.37
H 0.938138 -2.446401 2.119749 -0.1 0.0 0.0 0.40
H 0.111859 -0.960821 2.570375 0.0 0.0 0.0 0.43
H 0.379781 -0.046373 -1.996791 -0.1 -0.1 0.0 -0.08
H 1.830990 -0.434444 -2.928944 0.0 -0.1 -0.1 0.28
H 0.908774 1.022934 -3.316272 -0.1 0.0 -0.1 0.39
```
Positions in Å, forces in eV/Å.

Results
- net charge = 0
- E_LUMO (spin up / spin down) (eV) = 0.77 / -1.45
- molecular weight (Da) = 197.28
- energy relative to the best compared isomer or geometry (same formula, charge and spin) (kcal per mole) = 80.6
- electronic energy (eV) = -16247.4574
- highest occupied orbital energy (spin up / spin down) (Eh) = -0.2882 / -0.2619


net charge of number 1 (C14H15MgNO3)? -2


Which of these has the lowest electronic energy? C14H15MgNO3


Repeat the first record exactly.
The following is a DFT calculation (wB97M-V/def2-TZVPD) of C14H15MgNO3 as an isolated structure.

Geometry as XYZ:
```
34
Properties=species:S:1:pos:R:3:forces:R:3:mulliken_charge:R:1
C 0.594320 -1.882943 0.509060 -1.9 0.5 -0.8 -1.16
C -0.620461 -2.001091 -0.299656 0.3 1.2 2.5 -0.58
C -1.704967 -1.486153 0.504041 1.4 -0.5 -0.3 -0.79
C -1.172692 -1.068220 1.750099 0.4 -1.2 -0.8 -0.36
C 0.221696 -1.297176 1.743050 -0.3 -0.4 0.2 -0.61
Mg 1.062591 0.898082 -0.482723 -1.3 0.1 5.6 0.24
N 2.851496 0.678958 2.359850 0.0 0.7 -2.1 -0.43
C 1.296096 0.515738 -2.389334 -2.6 -2.9 -3.8 -0.02
C 0.152707 -0.084593 -2.860208 1.7 1.1 0.5 -0.49
H -2.733242 -1.437046 0.187314 -0.3 0.1 0.0 0.38
H -0.678876 -2.366819 -1.287642 -0.2 -0.5 -0.9 0.82
H -1.749662 -0.662386 2.561344 0.0 0.2 0.2 0.50
H 0.908172 -1.084820 2.559871 -0.1 0.1 -0.3 0.54
H 1.567539 -2.210515 0.202375 0.4 -0.1 0.0 0.49
H -0.066849 -1.121506 -2.834777 0.6 -0.9 0.3 0.26
H 1.507690 1.497268 -2.190626 0.2 3.0 -1.2 0.10
H 3.309541 1.205232 1.551420 0.0 -0.4 1.1 -0.12
H -0.670175 0.419368 -3.266521 -0.9 1.3 -0.3 0.23
H 2.027343 -0.070386 -1.976122 2.1 -1.9 0.4 0.20
O -2.416269 2.868808 2.967815 0.1 0.0 -0.6 -0.64
C -2.402805 3.885751 2.093329 0.2 0.1 -0.4 0.19
C -2.941417 5.135213 2.463579 0.0 -0.3 0.1 -0.59
C -2.836168 6.218919 1.604790 0.0 0.0 -0.3 -0.27
C -2.221207 6.081936 0.354072 -0.1 -0.2 0.2 -0.55
C -1.709185 4.845547 -0.033219 -0.4 0.1 0.2 -0.44
C -1.813308 3.740057 0.798601 0.2 -0.1 0.8 0.13
C -1.067435 2.466535 0.471568 1.3 -0.1 -1.1 0.48
O -0.427338 2.413473 -0.665722 -0.7 -0.2 1.1 -1.06
O -0.967900 1.564779 1.325162 -0.5 1.0 -0.2 -0.21
H -1.863280 2.135763 2.506622 -0.1 0.2 0.2 0.36
H -3.417822 5.227533 3.443666 0.2 0.0 -0.3 0.36
H -3.236488 7.190557 1.909430 0.1 -0.3 -0.1 0.31
H -2.135301 6.922401 -0.317383 0.0 0.2 0.0 0.36
H -1.216046 4.707817 -0.988985 0.0 0.0 0.1 0.40
```
Positions in Å, forces in eV/Å.

Results
- net charge = -2
- E_LUMO (spin up / spin down) (eV) = 4.90 / 4.91
- molecular weight (Da) = 269.58
- electronic energy (eV) = -27831.1279
- highest occupied orbital energy (spin up / spin down) (Eh) = 0.0615 / 0.0613